# C75H73F11O3

14 unconnected molecules or ions with the total composition C75H73F11O3 in a non-equilibrium geometry (the ωB97M-V functional and the def2-TZVPD basis, the OMol25 dataset).

Values from the calculation:
highest occupied orbital energy = -9.08 eV
max |F| = 3.50 eV/Å

Geometry as XYZ:
```
162
Properties=species:S:1:pos:R:3:mulliken_charge:R:1
F -2.25 -1.23 -6.92 -0.29
C -1.62 -0.14 -7.40 0.30
C -1.79 1.14 -6.84 -0.34
C -1.12 2.26 -7.45 -0.46
C -0.25 2.01 -8.50 -0.38
C -0.15 0.75 -9.08 -0.50
C -0.75 -0.32 -8.47 -0.25
H -2.31 1.29 -5.90 0.42
H -1.35 3.19 -6.96 0.38
H 0.30 2.81 -8.97 0.37
H 0.52 0.57 -9.90 0.35
H -0.68 -1.32 -8.88 0.39
F 0.12 -1.25 -0.85 -0.31
C -0.39 0.02 -0.75 0.24
C -0.16 1.01 -1.71 -0.36
C -0.73 2.26 -1.53 -0.41
C -1.52 2.54 -0.44 -0.58
C -1.67 1.59 0.58 -0.37
C -1.13 0.31 0.40 -0.33
H 0.45 0.84 -2.58 0.47
H -0.49 2.99 -2.29 0.41
H -1.92 3.53 -0.26 0.40
H -2.27 1.83 1.44 0.41
H -1.38 -0.41 1.17 0.41
F -5.17 -6.98 -0.94 -0.29
C -4.27 -7.60 -1.70 0.34
C -4.43 -8.94 -2.00 -0.36
C -3.41 -9.65 -2.64 -0.34
C -2.28 -8.94 -3.07 -0.47
C -2.18 -7.54 -2.79 -0.36
C -3.20 -6.88 -2.16 -0.39
H -5.35 -9.42 -1.69 0.38
H -3.45 -10.71 -2.83 0.37
H -1.42 -9.40 -3.53 0.36
H -1.28 -7.00 -3.06 0.36
H -3.16 -5.83 -1.91 0.40
F 3.94 -2.67 -5.68 -0.29
C 5.21 -2.67 -5.99 0.32
C 5.57 -2.08 -7.21 -0.32
C 6.93 -2.00 -7.55 -0.46
C 7.89 -2.59 -6.66 -0.33
C 7.52 -3.17 -5.44 -0.54
C 6.14 -3.25 -5.15 -0.28
H 4.86 -1.70 -7.93 0.40
H 7.20 -1.53 -8.48 0.38
H 8.93 -2.66 -6.91 0.34
H 8.23 -3.70 -4.83 0.39
H 5.66 -3.84 -4.38 0.39
F 10.42 1.63 -1.05 -0.30
C 9.42 0.88 -0.59 0.36
C 8.10 1.09 -1.01 -0.37
C 7.07 0.34 -0.50 -0.64
C 7.37 -0.74 0.31 -0.36
C 8.69 -1.01 0.65 -0.39
C 9.70 -0.12 0.29 -0.34
H 7.96 1.83 -1.79 0.47
H 6.11 0.45 -0.99 0.41
H 6.65 -1.45 0.68 0.40
H 8.91 -1.86 1.27 0.36
H 10.72 -0.33 0.54 0.38
F 6.65 -9.01 0.16 -0.30
C 5.35 -8.63 0.28 0.18
C 4.33 -9.52 0.05 -0.27
C 3.01 -9.12 0.22 -0.50
C 2.76 -7.75 0.54 -0.33
C 3.85 -6.86 0.77 -0.58
C 5.11 -7.34 0.59 -0.12
H 4.41 -10.56 -0.25 0.37
H 2.19 -9.80 0.07 0.38
H 1.75 -7.39 0.60 0.37
H 3.66 -5.82 0.99 0.40
H 5.95 -6.68 0.70 0.39
F -3.64 -5.58 4.92 -0.29
C -4.44 -6.29 5.73 0.31
C -5.02 -7.47 5.30 -0.25
C -5.89 -8.21 6.08 -0.50
C -6.26 -7.65 7.36 -0.33
C -5.61 -6.49 7.84 -0.48
C -4.75 -5.77 6.96 -0.25
H -4.75 -7.91 4.35 0.36
H -6.43 -9.09 5.77 0.36
H -6.92 -8.19 8.02 0.35
H -5.88 -6.11 8.81 0.34
H -4.31 -4.84 7.28 0.38
F 7.93 5.07 -6.76 -0.30
C 6.89 4.89 -5.91 0.28
C 6.79 5.72 -4.85 -0.21
C 5.72 5.67 -3.99 -0.56
C 4.75 4.72 -4.29 -0.36
C 4.84 3.86 -5.39 -0.45
C 5.90 4.01 -6.28 -0.37
H 7.55 6.45 -4.62 0.38
H 5.72 6.23 -3.07 0.39
H 3.94 4.50 -3.60 0.37
H 4.10 3.08 -5.52 0.41
H 6.03 3.37 -7.14 0.41
F -10.32 -1.00 1.08 -0.31
C -9.18 -1.18 1.73 0.45
C -9.13 -0.62 3.01 -0.47
C -7.92 -0.71 3.68 -0.20
C -6.80 -1.36 3.13 -0.74
C -6.91 -1.86 1.86 -0.25
C -8.10 -1.70 1.09 -0.44
H -10.02 -0.16 3.41 0.43
H -7.85 -0.24 4.65 0.35
H -5.81 -1.26 3.56 0.39
H -6.15 -2.42 1.32 0.38
H -8.24 -2.02 0.07 0.41
F 1.86 8.14 2.99 -0.30
C 2.93 7.39 2.76 0.44
C 4.24 7.88 3.01 -0.41
C 5.35 7.13 2.74 -0.25
C 5.19 5.86 2.21 -0.65
C 3.89 5.32 2.16 -0.45
C 2.78 6.11 2.38 -0.29
H 4.36 8.94 3.14 0.33
H 6.36 7.40 3.01 0.35
H 6.04 5.22 2.04 0.42
H 3.69 4.31 1.83 0.38
H 1.77 5.75 2.23 0.42
F 5.22 0.46 5.69 -0.29
C 4.10 -0.32 5.60 0.26
C 2.85 0.31 5.68 -0.31
C 1.69 -0.44 5.75 -0.46
C 1.78 -1.82 5.63 -0.37
C 2.99 -2.46 5.45 -0.43
C 4.19 -1.69 5.37 -0.37
H 2.81 1.39 5.66 0.41
H 0.72 0.00 5.95 0.39
H 0.87 -2.40 5.67 0.37
H 3.11 -3.53 5.44 0.37
H 5.15 -2.16 5.28 0.42
C -8.41 5.45 1.97 -0.99
C -8.38 5.24 0.47 0.71
O -7.36 4.97 -0.18 -0.58
C -9.76 5.36 -0.26 -0.91
H -8.55 6.52 2.03 0.28
H -7.50 5.09 2.43 0.29
H -9.24 4.86 2.37 0.33
H -9.87 4.51 -0.92 0.31
H -9.87 6.32 -0.78 0.27
H -10.49 5.23 0.54 0.30
C -4.76 4.14 7.73 -1.06
C -3.35 4.33 7.32 0.82
O -3.06 4.64 6.16 -0.56
C -2.25 3.98 8.35 -1.04
H -5.15 4.77 8.52 0.33
H -4.92 3.11 8.06 0.29
H -5.44 4.33 6.90 0.30
H -2.61 4.36 9.31 0.33
H -1.26 4.39 8.15 0.30
H -2.17 2.91 8.54 0.29
C -3.59 8.51 -1.29 -0.93
C -2.89 8.09 -2.64 0.65
O -1.71 7.91 -2.72 -0.54
C -3.83 7.86 -3.81 -0.96
H -2.98 8.12 -0.48 0.30
H -4.60 8.10 -1.18 0.30
H -3.61 9.60 -1.33 0.28
H -3.43 8.15 -4.78 0.33
H -4.81 8.34 -3.76 0.32
H -3.99 6.78 -3.83 0.26
```